(1)
This record from OMol25 describes an isolated molecule of C4H5NO2 at a distorted geometry. The level of theory is ωB97M-V/def2-TZVPD.

The geometry in XYZ format:
```
12
Properties=species:S:1:pos:R:3:forces:R:3
O -2.30177 0.85785 0.05478 0.071 -0.014 -0.233
C -1.57243 -0.34883 0.07035 0.221 -0.410 -0.002
C -0.06826 -0.12615 -0.08492 0.024 0.288 -0.279
C 1.12523 -0.72447 0.46840 0.361 0.150 -0.730
C 2.07771 0.17845 0.16397 0.107 0.157 -0.175
O 1.60397 1.15288 -0.60338 0.117 0.577 0.355
N 0.25026 0.95874 -0.74105 -0.312 0.043 0.392
H -2.05537 1.35677 -0.73582 0.057 -0.050 0.167
H -1.79439 -0.80343 1.04049 0.238 -0.044 -0.178
H -1.93042 -1.03208 -0.71072 0.064 -0.014 0.066
H 1.57089 -1.69795 0.55487 -1.090 -0.721 1.184
H 3.09456 0.22821 0.52305 0.144 0.037 -0.568
```
Positions in Å, forces in eV/Å.

Summary:
Energy relative to the best compared isomer or geometry (same formula, charge and spin) = 2.7513 eV
SMILES = OCc1ccon1
E_HOMO = -10.04 eV
LUMO level = 0.96 eV

***

(2)
This record from OMol25 describes a structure of composition C20H36CoN4O5SSi2Te at a distorted geometry. The level of theory is ωB97M-V/def2-TZVPD.

The geometry in XYZ format:
```
70
Properties=species:S:1:pos:R:3:forces:R:3
Co -1.18053 -0.50145 -1.06874 0.267 0.646 -1.290
O -3.09506 -3.82400 -1.48811 0.285 -0.274 -0.109
S -3.10787 -2.85493 -0.37845 -0.950 -0.035 -0.176
N -2.72351 -1.46852 -0.61277 0.159 -0.551 0.975
C 1.90522 -3.46451 -2.46802 -0.016 -0.070 -0.041
C 0.46965 -3.23017 -2.07324 -0.061 -0.174 -0.206
N -0.47334 -3.91509 -2.73762 0.086 0.066 -0.043
O 0.19176 -2.43598 -1.17867 -0.017 0.352 0.151
H 2.00535 -4.14677 -3.31089 0.024 0.005 0.012
H 2.44344 -3.86725 -1.61088 -0.006 0.010 0.010
H 2.35584 -2.50584 -2.72104 -0.014 0.012 0.013
H -0.22492 -4.62314 -3.40322 0.042 0.031 -0.026
H -1.44786 -3.81440 -2.46227 -0.062 -0.075 0.097
O -0.61401 4.73376 -2.21630 -0.045 -0.015 0.040
C 0.59061 4.22409 -2.50828 -0.008 -0.108 -0.001
C 1.60389 5.09434 -2.91373 0.064 0.067 -0.041
C 2.85425 4.60487 -3.23533 -0.043 -0.054 -0.001
C 3.12260 3.23784 -3.17626 0.011 -0.032 -0.030
C 2.12655 2.37572 -2.76143 -0.027 0.058 -0.005
C 0.86383 2.84928 -2.40593 -0.017 -0.009 0.014
C -0.17768 1.92230 -1.87751 -0.263 0.034 0.103
O -1.35266 2.31651 -1.73018 -0.046 0.004 0.071
O 0.19530 0.74291 -1.57008 0.691 -0.421 -0.025
H -1.18756 3.95714 -1.98115 0.031 0.034 -0.040
H 1.38354 6.15198 -2.97655 -0.022 -0.009 0.028
H 3.63204 5.29317 -3.54195 -0.010 0.008 -0.015
H 4.09958 2.85845 -3.44473 -0.002 0.006 0.005
H 2.30511 1.31088 -2.68796 0.034 0.008 0.048
N -2.62328 -1.15124 -4.92041 0.055 0.052 -0.044
C -1.33154 -0.81422 -5.26280 -0.061 -0.015 0.023
C -0.69323 -0.58004 -4.08835 0.035 -0.017 0.064
N -1.57369 -0.77431 -3.04849 0.063 0.364 0.453
C -2.72494 -1.10831 -3.57801 0.022 -0.073 -0.069
H -3.36946 -1.36825 -5.55673 -0.007 -0.013 0.022
H -0.99682 -0.75936 -6.28257 -0.016 -0.021 -0.001
H 0.32533 -0.28306 -3.90764 -0.026 0.029 0.008
H -3.62040 -1.33472 -3.02784 -0.008 -0.004 -0.004
C 2.23392 3.26022 3.17466 -0.007 0.081 -0.031
Si 1.98335 1.64843 2.25762 0.015 0.031 0.143
C 2.79331 0.27521 3.24265 -0.033 -0.045 0.008
C 2.69112 1.73503 0.53853 -0.005 -0.041 -0.024
C 0.12719 1.31980 2.15478 0.254 0.028 -0.274
Te -0.33538 -0.62765 1.38975 -0.472 0.380 0.165
C -2.17411 -0.69630 2.49943 0.137 -0.176 0.134
Si -2.01701 -1.80917 4.00649 -0.032 0.007 -0.034
C -3.66104 -1.86825 4.89772 -0.027 -0.001 0.030
C -1.53795 -3.52398 3.42801 -0.031 0.003 -0.037
C -0.69933 -1.11305 5.13945 0.026 0.048 -0.004
H 3.29624 3.50790 3.24312 -0.014 -0.007 -0.001
H 1.84003 3.19959 4.19205 0.003 -0.006 -0.013
H 1.73231 4.08889 2.66924 0.011 -0.010 0.003
H 3.87945 0.39322 3.25232 -0.012 0.019 -0.005
H 2.56712 -0.70784 2.82370 0.037 -0.004 0.009
H 2.45081 0.28333 4.28082 -0.004 -0.006 -0.012
H 3.78334 1.75492 0.55427 -0.009 0.006 0.019
H 2.34716 2.63256 0.01954 0.006 -0.025 0.000
H 2.37147 0.87702 -0.05993 0.024 0.031 -0.019
H -0.37191 2.04134 1.50563 -0.019 0.014 0.034
H -0.31925 1.37529 3.14896 -0.022 -0.100 -0.005
H -2.93673 -1.04271 1.80535 -0.008 0.004 -0.066
H -2.39738 0.33904 2.75914 0.003 0.008 -0.030
H -4.44788 -2.24546 4.24044 0.009 0.001 0.009
H -3.95978 -0.87508 5.24115 0.001 -0.012 -0.001
H -3.61237 -2.52303 5.77133 -0.004 0.010 -0.011
H -2.36182 -3.99279 2.88391 0.009 0.002 0.003
H -1.27676 -4.17254 4.26706 -0.014 0.010 -0.001
H -0.67723 -3.48274 2.75610 0.019 -0.034 0.033
H -0.98685 -0.12982 5.52160 0.003 -0.009 -0.009
H 0.25104 -1.00373 4.61008 0.010 -0.018 0.030
H -0.53063 -1.76536 5.99918 0.003 -0.002 -0.015
```
Positions in Å, forces in eV/Å.

Summary:
Energy relative to the best compared isomer or geometry (same formula, charge and spin) = 0.4984 eV
2S+1 = 2
E_HOMO (alpha / beta) = -8.07 / -8.07 eV
Expectation value of S² = 0.77
LUMO level (alpha / beta) = 0.10 / 0.34 eV

***

(3)
This record from OMol25 describes a cluster of 2 separate species, C2 in total at a distorted geometry. The level of theory is ωB97M-V/def2-TZVPD.

The geometry in XYZ format:
```
2
Properties=species:S:1:pos:R:3:forces:R:3
C 0.00000 0.00000 1.47151 0.000 0.000 -3.470
C 0.00000 0.00000 -1.47151 0.000 0.000 3.470
```
Positions in Å, forces in eV/Å.

Summary:
Energy relative to the best compared isomer or geometry (same formula, charge and spin) = 8.4507 eV
E_HOMO = -7.84 eV
LUMO level = -2.76 eV

***

(4)
This record from OMol25 describes an isolated molecule of C8H10N2O2S at a distorted geometry. The level of theory is ωB97M-V/def2-TZVPD.

The geometry in XYZ format:
```
23
Properties=species:S:1:pos:R:3:forces:R:3
N -2.76364 0.82807 0.83000 -1.245 -0.022 0.766
C -1.73185 -0.11177 0.67996 1.654 -2.231 -2.911
C -1.40289 -1.13366 1.82274 -1.350 0.975 2.298
S 0.08762 -0.04215 2.31197 -1.194 0.272 0.219
O -0.06440 0.95616 3.35768 -0.641 -0.604 -0.725
O 1.29608 -0.81168 2.35700 0.182 -0.304 -0.367
C -0.39097 0.63908 0.61113 2.490 -1.231 0.506
C 0.77779 0.19464 -0.32359 -0.826 1.738 1.389
C 2.08489 0.69818 -0.12728 -0.109 -1.987 -1.139
C 2.99411 0.23709 -1.07408 2.598 0.344 1.103
C 2.66376 -0.56350 -2.14488 -0.646 0.663 0.426
C 1.35631 -0.96713 -2.15592 -1.004 -1.356 -4.630
N 0.44249 -0.57390 -1.32065 -1.132 -0.402 0.770
H -2.43938 1.61492 1.35602 0.114 0.593 0.372
H -3.39473 0.34828 1.44619 -1.126 0.328 0.126
H -1.92452 -0.73143 -0.29839 0.572 1.129 1.691
H -2.25176 -1.42068 2.63132 1.999 1.072 -1.781
H -0.99925 -2.06445 1.46781 0.366 -0.264 -0.291
H -0.40947 1.72243 0.62049 -0.362 0.164 0.082
H 2.49183 1.14810 0.75277 -0.418 0.564 0.392
H 4.11001 0.37495 -0.91184 -1.530 0.455 -0.194
H 3.34989 -0.68766 -2.95232 0.310 -0.664 -0.237
H 0.89582 -1.51624 -3.10543 1.297 0.767 2.134
```
Positions in Å, forces in eV/Å.

Summary:
Energy relative to the best compared isomer or geometry (same formula, charge and spin) = 3.1250 eV
SMILES = N[C@@H]1CS(=O)(=O)[C@H]1c1ccccn1
E_HOMO = -9.67 eV
LUMO level = 0.76 eV

***

(5)
This record from OMol25 describes a structure of composition C25H31N5RuS2Te. The level of theory is ωB97M-V/def2-TZVPD.

The geometry in XYZ format:
```
65
Properties=species:S:1:pos:R:3:forces:R:3
Ru -0.08783 0.37165 -0.93956 0.017 0.160 0.040
C -2.50951 0.66388 2.00578 0.042 -0.039 -0.015
C -3.63308 0.48145 0.98199 -0.014 0.034 0.005
C -3.20718 0.23664 -0.47475 0.052 -0.029 -0.080
N -2.06404 1.02939 -0.91064 0.043 0.049 0.177
C -2.18808 2.31691 -1.14051 -0.022 0.031 -0.104
C -3.43956 2.99738 -1.12508 0.069 -0.010 0.039
C -3.72324 4.32913 -0.96031 -0.032 0.025 -0.010
C -2.86108 5.41708 -0.80053 -0.036 -0.042 -0.007
C -1.49847 5.38407 -0.98484 0.084 -0.019 -0.069
C -0.66961 4.34016 -1.39360 -0.005 0.045 -0.044
C -0.92821 2.97454 -1.56979 -0.186 -0.124 -0.097
N -0.04313 2.09351 -2.04916 0.052 0.135 0.233
C 1.15874 2.55171 -2.72718 -0.037 -0.054 0.043
C 2.42664 2.47031 -1.87792 -0.038 -0.001 0.044
C 2.77182 1.02878 -1.50829 -0.074 -0.020 0.023
N 1.86395 0.47144 -0.51640 0.083 -0.009 0.111
C 2.25029 0.17664 0.72637 -0.092 -0.033 -0.088
C 3.46962 0.61950 1.26957 0.049 -0.019 0.069
C 4.09890 0.32422 2.46955 0.014 0.059 -0.089
C 3.73602 -0.55037 3.47279 -0.028 -0.046 0.014
C 2.56569 -1.30352 3.50540 -0.002 -0.004 0.028
C 1.48108 -1.30433 2.65977 0.030 0.046 -0.034
C 1.22176 -0.57828 1.46733 -0.002 -0.032 -0.037
N 0.04657 -0.59844 0.85933 0.014 -0.139 -0.010
C -1.06213 -1.37329 1.40508 0.041 0.040 -0.072
C -1.83754 -0.62359 2.48330 0.002 0.021 0.013
H -2.92768 1.17116 2.87819 -0.011 -0.019 0.011
H -1.75195 1.34107 1.60162 -0.003 0.010 0.012
H -4.26385 1.37271 1.01174 0.016 0.014 0.002
H -4.26892 -0.35815 1.28241 -0.028 0.033 0.003
H -4.06250 0.42062 -1.13091 -0.020 -0.031 -0.004
H -2.94163 -0.80465 -0.63831 0.032 -0.007 -0.008
H -4.30245 2.34851 -1.18985 -0.013 -0.001 0.038
H -4.78251 4.56208 -0.91374 0.003 -0.002 0.012
H -3.30754 6.36982 -0.54762 -0.007 0.000 -0.013
H -0.98425 6.32805 -0.83432 0.011 -0.007 -0.016
H 0.36305 4.62305 -1.54786 0.012 0.022 0.017
H 1.01444 3.56364 -3.10866 0.029 0.014 -0.030
H 1.29853 1.90171 -3.59605 -0.023 -0.015 -0.007
H 2.31914 3.07142 -0.96917 0.016 0.004 -0.004
H 3.25314 2.88900 -2.45853 -0.005 0.008 0.002
H 3.80935 0.94125 -1.19186 0.024 0.031 0.012
H 2.66458 0.40778 -2.40356 0.025 -0.009 -0.007
H 4.00469 1.32750 0.65322 0.020 0.006 0.002
H 5.03623 0.84924 2.62333 0.001 -0.004 -0.013
H 4.42142 -0.66567 4.30233 -0.003 -0.008 0.002
H 2.47381 -1.98077 4.34849 -0.008 0.012 0.009
H 0.68733 -1.97055 2.96230 -0.014 0.003 0.022
H -0.71582 -2.33856 1.78164 0.026 0.003 0.011
H -1.70846 -1.61805 0.56694 -0.014 -0.031 0.003
H -1.15460 -0.37771 3.30190 -0.008 -0.028 0.015
H -2.59210 -1.30394 2.89281 -0.020 0.032 0.000
Te -0.08496 -1.81046 -2.57252 -0.404 0.021 -0.433
S 1.97224 -2.85254 -1.08810 0.443 -0.120 0.288
C 1.55896 -4.43513 -0.87989 -0.134 0.055 -0.121
N 1.54254 -5.37221 -1.87363 -0.111 0.018 0.082
C 0.67374 -6.51403 -1.61433 0.045 -0.020 0.002
C 0.76841 -6.74289 -0.11204 -0.014 0.004 -0.020
S 0.84980 -5.06925 0.58663 0.043 -0.016 0.067
H 1.56420 -4.98605 -2.80775 0.073 -0.017 -0.012
H 1.01836 -7.38693 -2.16796 0.003 0.004 -0.017
H -0.35832 -6.29370 -1.90470 -0.008 0.031 0.011
H 1.67462 -7.28766 0.14876 -0.001 -0.007 0.006
H -0.09941 -7.26628 0.28133 0.005 -0.007 -0.005
```
Positions in Å, forces in eV/Å.

Summary:
Energy relative to the best compared isomer or geometry (same formula, charge and spin) = 0.4623 eV
2S+1 = 5
E_HOMO (alpha / beta) = -5.88 / -6.73 eV
Expectation value of S² = 6.09
LUMO level (alpha / beta) = 0.42 / -0.87 eV

***

(6)
This record from OMol25 describes a structure of composition C23H20ClGdIP at a distorted geometry. The level of theory is ωB97M-V/def2-TZVPD.

The geometry in XYZ format:
```
47
Properties=species:S:1:pos:R:3:forces:R:3
C -0.05957 2.61562 -0.57583 -1.108 -0.249 -0.486
C -0.54504 1.43292 -1.25935 -0.544 1.101 0.094
C -1.65245 0.92031 -0.50275 0.045 1.291 0.079
H -0.16987 1.01853 -2.21308 -0.129 0.317 0.819
C -1.84540 1.77911 0.63936 -0.005 -0.021 -0.754
C -0.84886 2.80526 0.61326 -0.354 -0.068 -0.948
H -0.77099 3.64479 1.31896 0.044 -0.575 -0.380
H 0.74529 3.25942 -0.91547 -0.069 -0.252 0.124
H -2.29778 0.09591 -0.81182 0.354 0.163 0.331
H -2.66490 1.71577 1.36141 0.561 -0.187 -0.222
Gd 0.49896 0.69424 0.86451 1.375 -1.988 0.552
Cl -0.38265 -0.46351 2.93195 0.046 -0.006 0.034
P -0.18385 -2.49940 -1.15851 0.326 1.516 0.930
C -1.92267 -2.96282 -1.15990 -0.708 -0.453 -0.278
C -2.58980 -3.50799 -2.28064 -0.027 0.177 0.680
H -2.04776 -3.67705 -3.21579 -0.202 0.080 0.350
C -3.94613 -3.82703 -2.17864 -0.012 0.060 0.158
H -4.46775 -4.23168 -3.04951 0.134 0.092 0.323
C -4.63425 -3.62523 -0.97422 0.321 0.176 0.026
H -5.69375 -3.87829 -0.90281 0.324 0.077 -0.032
C -3.97008 -3.08023 0.13724 -0.076 -0.193 -0.311
H -4.50723 -2.91195 1.07224 0.134 -0.068 -0.287
C -2.62037 -2.74637 0.04674 -0.069 -0.133 -0.506
H -2.09814 -2.31142 0.90303 -0.132 -0.101 -0.215
C 0.33403 -2.34274 -2.87772 0.278 -0.048 -0.507
C -0.41534 -1.50857 -3.73843 0.505 -0.416 0.015
H -1.34477 -1.05409 -3.39083 0.190 -0.161 -0.089
C 0.03438 -1.27669 -5.03566 0.322 -0.193 0.183
H -0.56038 -0.66669 -5.70824 0.117 -0.024 0.055
C 1.25554 -1.81778 -5.46251 0.140 -0.102 0.248
H 1.63613 -1.59772 -6.46216 -0.200 -0.101 0.282
C 2.01873 -2.61427 -4.59816 -0.062 0.080 0.065
H 2.98697 -3.02432 -4.91981 -0.542 0.239 0.090
C 1.56088 -2.88625 -3.30276 -0.503 0.280 -0.393
H 2.14178 -3.51618 -2.62648 -0.153 0.201 -0.220
C 0.71018 -3.87276 -0.41129 0.166 -0.884 0.103
C 0.24844 -5.20498 -0.48759 0.337 0.324 0.055
H -0.68088 -5.43385 -1.02958 0.488 0.112 0.287
C 0.98063 -6.22266 0.12972 -0.053 0.142 -0.013
H 0.62225 -7.25326 0.06625 0.167 0.327 0.055
C 2.15528 -5.92180 0.82765 -0.130 0.335 -0.081
H 2.71610 -6.72217 1.31132 -0.133 0.232 -0.123
C 2.60118 -4.59392 0.92142 -0.070 -0.453 -0.102
H 3.51109 -4.36058 1.47169 -0.203 -0.063 -0.101
C 1.88530 -3.57397 0.30572 -0.444 -0.272 -0.203
H 2.22184 -2.53927 0.37835 -0.027 -0.203 -0.028
I 3.23800 0.76691 -0.38231 -0.419 -0.104 0.339
```
Positions in Å, forces in eV/Å.

Summary:
2S+1 = 8
E_HOMO (alpha / beta) = -8.21 / -8.22 eV
Expectation value of S² = 15.76
LUMO level (alpha / beta) = -0.47 / -0.18 eV